{"formula": "H4N3O", "method": "ωB97M-V with the def2-TZVPD basis set", "e_above_lowest_kcal_mol": 80.5, "energy_ev": -6578.0769, "orbital_gap_ev": [7.92, 7.17], "total_charge": -1, "homo_energy_ev": [-2.6, -1.9], "symbols": ["N", "N", "N", "O", "H", "H", "H", "H"], "xyz": [[-1.1367, -0.3476, -0.6152], [-1.2824, 0.1580, 0.6050], [1.6628, -0.2479, 0.4489], [1.2800, -0.6069, -0.7671], [-0.2583, -0.9586, -0.7249], [-1.1518, 0.3342, -1.4214], [-0.8219, 1.0870, 0.5392], [1.7275, -1.1012, 1.0488]], "lowdin_charge": [-0.224, -0.144, -0.209, -0.450, 0.022, 0.067, -0.018, -0.043]}